This record from the Open Molecules 2025 dataset describes a 2-piece molecular cluster, C4H12S2 overall. The level of theory is wB97M-V/def2-TZVPD.

```
18
Properties=species:S:1:pos:R:3:forces:R:3:lowdin_charge:R:1
H -0.574 1.995 -0.792 0.02 -0.06 0.15 0.0649
C 1.358 2.714 -0.020 0.22 -1.12 -0.66 -0.6345
H -2.574 -2.554 -0.241 -0.04 -0.23 0.06 0.0661
H 1.992 0.245 0.151 -0.19 0.79 -0.02 -0.1800
H -0.840 -1.923 2.066 -0.17 -0.04 0.03 0.0574
H 0.907 3.345 0.735 0.04 0.44 -0.12 0.0525
S 0.889 -2.454 0.594 0.04 0.00 -0.20 0.6637
C -1.794 -1.879 0.096 -0.21 0.41 0.21 -0.1718
C 0.376 2.394 -1.136 -0.13 0.81 -0.31 -0.1777
H 2.252 3.149 -0.461 -0.08 0.37 0.19 0.0556
H -2.287 -0.988 0.491 -0.04 -0.08 0.07 0.0680
H 0.192 3.348 -1.643 -0.31 -0.05 0.02 0.0682
H 0.761 1.757 -1.931 0.28 -0.29 0.30 0.0674
S 1.887 1.313 0.994 0.12 -0.86 0.49 0.6418
H -1.035 -3.532 1.371 -0.46 0.08 0.01 0.0505
H 0.596 -2.908 -0.633 0.24 -0.08 0.01 -0.1420
H -1.251 -1.536 -0.778 0.11 -0.06 -0.14 0.0439
C -0.854 -2.487 1.136 0.56 -0.05 -0.07 -0.5939
```
Positions in Å, forces in eV/Å.

* charge: 0
* energy: -26012.6137 eV
* SMILES string: CCS.CCS

This record from the Open Molecules 2025 dataset describes a 6-piece molecular cluster, C3H16O6 overall. The level of theory is wB97M-V/def2-TZVPD.

```
25
Properties=species:S:1:pos:R:3:forces:R:3:lowdin_charge:R:1
H 2.001 2.385 -0.177 0.45 -0.33 0.58 0.0039
H -3.252 -0.446 -0.622 0.29 0.06 0.30 0.1200
H -2.009 -0.754 2.083 0.14 -0.14 0.17 0.0217
C -1.352 -1.923 -1.171 2.22 -2.37 0.05 -0.1251
O 1.770 -0.545 2.549 0.12 0.11 0.41 -0.0321
H 1.972 1.048 -2.224 -0.45 0.12 0.04 0.0262
H -2.303 -2.337 -1.475 -0.16 0.12 -0.38 0.0695
O -1.477 -1.048 2.837 0.09 0.37 -0.25 -0.0665
H 3.367 1.712 0.221 -0.69 0.45 -0.31 0.0437
H 2.083 -0.079 -3.160 -0.37 -0.24 -0.23 0.0475
O 0.783 1.365 0.842 -0.39 -1.03 -0.29 -0.0703
H 2.100 -1.428 2.709 -0.01 -0.45 -0.20 0.0631
O 2.937 2.308 -0.418 0.68 -0.04 -0.53 -0.0818
H -0.531 -2.340 -1.777 -0.61 0.06 -0.68 0.0711
H -2.561 1.902 -0.080 -0.06 0.46 0.22 0.0838
H 1.164 0.534 1.190 0.12 0.55 0.47 0.0143
C -2.361 0.164 -0.814 -1.10 0.40 -1.20 -0.2194
O 1.394 0.449 -2.736 1.10 0.28 0.29 -0.0634
H -0.708 -0.458 2.814 -0.17 -0.26 -0.04 0.0084
H -1.074 -2.546 -0.270 -0.45 1.52 0.10 0.0892
C -1.259 -0.444 -1.239 -0.82 0.40 1.62 -0.1394
H -0.352 0.073 -1.545 -0.29 -0.25 -0.24 0.0693
H 0.415 0.991 0.028 -0.40 0.44 -0.06 0.0162
H 1.965 -0.094 3.378 -0.07 0.24 -0.08 0.0713
O -2.710 1.511 -0.941 0.83 -0.48 0.24 -0.0212
```
Positions in Å, forces in eV/Å.

* charge: 0
* energy: -15654.2454 eV
* SMILES string: C/C=C/O.O.O.O.O.O

This record from the Open Molecules 2025 dataset describes C2I3O2 as an isolated structure. The level of theory is wB97M-V/def2-TZVPD.

```
7
Properties=species:S:1:pos:R:3:forces:R:3:lowdin_charge:R:1
C -0.639 0.008 -0.161 0.83 0.75 0.61 -0.6594
C 1.472 0.039 0.231 -0.14 -0.69 -0.38 -1.7560
O -0.850 1.179 -0.285 -0.37 -1.22 -0.17 0.0197
I 2.063 1.413 1.758 0.11 0.15 0.19 0.4931
I 2.142 -2.001 0.752 0.06 0.31 0.06 0.4477
I 2.494 0.559 -1.633 0.00 0.08 0.07 0.4451
O -0.879 -1.150 -0.063 -0.49 0.61 -0.38 0.0098
```
Positions in Å, forces in eV/Å.

* charge: -1
* energy: -30472.1441 eV

This record from the Open Molecules 2025 dataset describes a 3-piece molecular cluster, C4H14O3 overall. The level of theory is wB97M-V/def2-TZVPD.

```
21
Properties=species:S:1:pos:R:3:forces:R:3:lowdin_charge:R:1
H -1.311 -3.038 4.072 0.22 -0.12 0.26 0.0319
H -0.471 -1.081 0.942 -0.45 0.70 0.13 0.0910
C 1.539 0.321 -0.376 1.34 -1.65 -0.29 -0.2530
H -1.444 -2.516 2.689 0.38 -0.01 -0.08 0.0277
H -1.634 0.420 1.038 0.30 -0.88 -0.70 0.0918
C 2.275 1.667 -0.383 -0.18 -0.96 -0.62 -0.0947
O -0.765 -2.818 3.311 -0.61 0.15 -0.18 -0.0660
O -2.977 0.547 -2.183 0.30 -0.21 0.08 -0.0715
H 3.288 1.401 -0.055 -0.06 0.89 -0.21 0.0745
H -0.062 0.526 1.628 0.34 -0.25 0.16 0.0786
H 1.857 -0.361 0.450 -0.53 1.03 0.22 0.1211
O -0.379 -0.590 -1.465 -0.44 0.25 0.37 -0.0905
H -2.165 0.264 -1.732 -0.04 0.09 0.02 -0.0128
H -3.051 -0.161 -2.829 -0.30 0.05 -0.19 0.0301
C -0.616 0.014 0.842 -0.10 0.93 0.20 -0.0399
H 1.938 -0.404 -1.165 -0.51 1.46 0.17 0.1298
H 0.187 -0.439 -2.227 -0.07 -0.11 -0.21 0.0861
H 1.783 2.397 0.263 0.28 -0.13 0.17 0.0732
C 0.034 0.412 -0.483 -0.12 -1.49 -0.51 -0.4306
H -0.265 1.364 -0.915 -0.10 0.42 0.46 0.1389
H 2.240 2.073 -1.420 0.36 -0.14 0.73 0.0842
```
Positions in Å, forces in eV/Å.

* charge: 0
* energy: -10516.9261 eV
* SMILES string: CC[C@H](C)O.O.O

This record from the Open Molecules 2025 dataset describes C4H13NO4 as an isolated structure. The level of theory is wB97M-V/def2-TZVPD.

```
22
Properties=species:S:1:pos:R:3:forces:R:3:lowdin_charge:R:1
C 2.049 0.327 0.218 0.35 0.12 0.63 -0.3291
H 1.164 1.719 1.628 0.00 0.01 -0.06 0.0642
H -2.503 0.037 1.785 0.13 0.06 -0.08 0.1067
O -2.464 -0.077 -0.882 0.11 -0.23 -0.27 0.0016
H -0.940 -1.695 -2.446 0.07 -0.01 0.12 0.0963
H 0.096 0.212 -0.347 3.97 0.36 -1.61 0.0928
H 0.080 -1.866 0.299 -0.05 -0.31 0.02 0.0959
C -0.693 -1.791 -0.457 0.26 1.95 0.75 -0.0984
H 3.036 0.160 -0.235 -0.26 0.03 -0.11 0.1134
H -3.189 0.510 -0.625 0.14 0.08 0.06 0.1037
O -1.966 -0.624 1.324 0.10 -0.07 0.06 0.0099
H 2.914 1.540 1.789 0.03 0.00 0.00 0.0715
O 1.088 0.412 -0.810 -2.88 -0.42 1.12 -0.1800
N -0.226 -1.777 -1.734 0.43 0.14 -0.87 0.0305
H 2.244 2.463 0.433 0.01 0.01 0.01 0.0746
C 2.094 1.591 1.071 -0.01 -0.13 -0.04 -0.0867
H -0.885 1.730 -0.316 -0.07 0.07 0.02 0.1095
H -1.564 -2.417 -0.292 -0.02 0.38 0.16 0.1166
C -1.481 -0.088 0.130 -2.63 -1.51 0.26 -0.5971
H 0.542 -1.102 -1.860 -0.45 -0.56 -0.02 0.0851
O -1.251 1.275 0.455 0.73 -0.04 -0.01 0.0105
H 1.855 -0.540 0.871 0.03 0.09 -0.13 0.1085
```
Positions in Å, forces in eV/Å.

* charge: 0
* energy: -14036.3889 eV